(1)
DFT (ωB97M-V/def2-TZVPD) results for a single C16H23N3O4S molecule in a non-equilibrium geometry.

Structure (ORCA input):
```
! RIJCOSX wB97M-V def2-TZVPD def2/J DEFGRID3
* xyz 0 1
C 3.0739 -0.4904 -5.7618
N 2.1800 0.0473 -4.7739
C 1.2557 -0.6353 -4.0214
C 0.8976 -1.9713 -3.9571
C -0.1030 -2.3109 -3.0593
C -0.7120 -1.3467 -2.2753
C -0.3702 -0.0041 -2.3290
C 0.6279 0.3307 -3.2166
O 1.1695 1.5521 -3.4841
C 2.1252 1.3880 -4.4429
O 2.7944 2.2643 -4.9055
H -0.8817 0.7212 -1.7194
S -1.9664 -1.8768 -1.1184
O -2.7030 -2.9738 -1.6698
O -2.6848 -0.7196 -0.6645
N -0.9902 -2.5209 0.0784
H -1.4121 -3.3370 0.4949
C -0.4554 -1.5748 1.0320
C -1.4367 -1.1889 2.1557
N -1.0490 0.0830 2.7201
C -1.1698 0.2435 4.1523
C 0.1270 0.7806 4.7836
H 0.7719 -0.0565 5.0581
C 0.9233 1.7033 3.8608
H 1.4069 1.1001 3.0917
H 1.7095 2.1722 4.4575
C 0.0871 2.7864 3.1755
C -0.4858 2.3205 1.8377
H 0.3336 1.9499 1.2179
C -1.5446 1.2267 1.9766
H -1.8538 0.8983 0.9820
H -2.4343 1.6538 2.4702
H -0.9387 3.1702 1.3216
H 0.7212 3.6560 2.9860
H -0.7203 3.1083 3.8354
H -0.1312 1.3120 5.7022
H -1.4110 -0.7151 4.6200
H -1.9956 0.9314 4.3898
H -1.4127 -1.9605 2.9294
H -2.4512 -1.1630 1.7278
H -0.1973 -0.6814 0.4626
H 0.4645 -1.9861 1.4562
H -0.4416 -3.3289 -2.9603
H 1.3736 -2.7120 -4.5783
H 3.6581 0.3393 -6.1574
H 3.7415 -1.2262 -5.3109
H 2.5102 -0.9592 -6.5699
*
```

Computed properties:
- energy (eV) = -40460.93621
- SMILES = Cn1c(=O)oc2cc(S(=O)(=O)NCCN3CCCCCC3)ccc21
- largest force on an atom (eV Å⁻¹) = 1.06
- HOMO energy (eV) = -8.33
- energy relative to the best compared isomer or geometry (same formula, charge and spin) (kcal/mol) = 21.37
- gap between HOMO and LUMO (eV) = 8.8

---

(2)
DFT (ωB97M-V/def2-TZVPD) results for a molecular structure, C16H23N4Sr in a non-equilibrium geometry.

Structure (ORCA input):
```
! RIJCOSX wB97M-V def2-TZVPD def2/J DEFGRID3
* xyz 1 1
Sr 0.6135 -0.1704 1.0748
C -2.4774 0.0361 -0.1815
C -2.4302 1.0307 0.9814
N -1.1106 1.7099 1.1264
C -0.7992 2.7195 0.0886
C -0.1179 2.1664 -1.1784
C -0.1790 2.8524 -2.3774
C 0.4481 2.3035 -3.4861
C 1.0939 1.0801 -3.3880
C 1.1190 0.4434 -2.1609
C 1.8130 -0.9204 -1.9828
N 1.3349 -1.7211 -0.8327
C 0.1538 -2.5901 -1.1034
C -1.1570 -1.8116 -1.2479
N -1.5336 -1.0988 0.0015
N 0.5527 1.0062 -1.0797
H -3.5056 -0.3072 -0.3199
H -2.2067 0.5442 -1.1086
H -3.2281 1.7662 0.8388
H -2.6338 0.5096 1.9190
H -1.0859 2.1607 2.0329
H -1.6957 3.2678 -0.2161
H -0.1305 3.4581 0.5337
H -0.7213 3.7868 -2.4468
H 0.4107 2.8200 -4.4374
H 1.5532 0.6194 -4.2535
H 1.7229 -1.4756 -2.9214
H 2.8793 -0.7382 -1.8394
H 2.0936 -2.3100 -0.5119
H 0.3081 -3.1762 -2.0148
H 0.0711 -3.2951 -0.2737
H -1.0549 -1.0640 -2.0365
H -1.9457 -2.4901 -1.5823
H -1.9482 -1.7659 0.6451
C 0.7548 -1.9646 3.2821
C 2.0719 -1.7404 2.8089
C 2.4009 -0.3890 3.0532
C 1.3015 0.2230 3.6898
C 0.2785 -0.7462 3.8300
H 0.2415 -2.9145 3.3055
H 2.7445 -2.4921 2.4217
H 3.3732 0.0599 2.9089
H 1.2874 1.2247 4.0946
H -0.6610 -0.6072 4.3447
*
```

Computed properties:
- energy (eV) = -23758.12074
- largest force on an atom (eV Å⁻¹) = 1.49
- HOMO energy (eV) = -10.42
- energy relative to the best compared isomer or geometry (same formula, charge and spin) (kcal/mol) = 3.70
- gap between HOMO and LUMO (eV) = 7.6

---

(3)
DFT (ωB97M-V/def2-TZVPD) results for a molecular structure, C16H23N5O4S2 in a non-equilibrium geometry.

Structure (ORCA input):
```
! RIJCOSX wB97M-V def2-TZVPD def2/J DEFGRID3
* xyz 0 1
O -3.0613 -3.4218 1.5948
O 0.0676 3.8645 -2.3684
N 0.8717 8.1145 0.4133
N 0.0952 -6.6052 4.3340
O -0.9487 -3.8596 2.5273
O 2.1578 4.7568 -2.3739
S 0.4578 -6.5935 1.8541
S -0.8012 6.6821 -0.9892
C -1.8475 -3.1477 1.7315
C 1.2512 3.7379 -2.2307
C -0.3351 7.5485 0.4495
C -0.4471 -6.0448 3.2878
C 1.2497 -7.3764 4.0096
C 1.6605 7.5069 -0.5971
C 1.5807 -7.3775 2.7551
C 0.9415 6.7592 -1.4824
N -1.5903 -1.8662 1.2405
N 1.7019 2.5484 -1.9728
N -0.2456 -0.2572 -0.3414
C -1.5159 -4.9967 3.1907
C 1.6217 6.0314 -2.6611
C -0.4298 -1.7326 -2.3220
C 0.2234 -1.4847 -0.9624
C -2.4703 -1.1914 0.4119
C 0.8719 1.2897 -1.8693
C -1.6789 0.0263 -0.1804
C 0.6860 0.9491 -0.4336
H -1.0968 7.8210 1.2052
H 1.6656 -7.9247 4.7766
H 2.6994 7.5720 -0.6318
H 2.4488 -8.0257 2.4105
H -0.6160 -1.5922 1.2997
H 2.6874 2.2957 -2.0744
H -1.8733 -4.8090 4.2415
H -2.4290 -5.3751 2.6444
H 2.4243 6.6568 -3.1979
H 1.0724 5.9207 -3.5321
H -1.4482 -2.2500 -2.1987
H 0.0486 -2.4286 -2.9619
H -0.6181 -0.7969 -2.8334
H 1.3050 -1.4562 -1.0628
H 0.1312 -2.3403 -0.3197
H -2.7483 -1.8264 -0.5003
H -3.3725 -1.0028 0.9299
H 1.4061 0.5270 -2.3795
H -0.0710 1.4494 -2.3729
H -1.7401 0.7753 0.6309
H -2.0529 0.4747 -1.1491
H 1.7186 0.6278 -0.0845
H 0.3916 1.8472 0.1450
*
```

Computed properties:
- energy (eV) = -54273.10235
- largest force on an atom (eV Å⁻¹) = 6.33
- HOMO energy (eV) = -8.55
- energy relative to the best compared isomer or geometry (same formula, charge and spin) (kcal/mol) = 0.00
- gap between HOMO and LUMO (eV) = 9.0

---

(4)
DFT (ωB97M-V/def2-TZVPD) results for a single C16H23NO3 molecule.

Structure (ORCA input):
```
! RIJCOSX wB97M-V def2-TZVPD def2/J DEFGRID3
* xyz 0 1
C 4.9386 -0.8778 -3.6264
H 6.0075 -0.6735 -3.6631
O 4.4243 -0.0333 -2.6257
C 3.0901 -0.0667 -2.3642
C 2.1732 -0.8930 -3.0031
C 0.8244 -0.8547 -2.6766
C 0.3866 0.0107 -1.6726
C 1.3070 0.8375 -1.0341
C 2.6406 0.8091 -1.3754
H 3.3562 1.4546 -0.8922
H 0.9694 1.5329 -0.2805
C -1.0586 0.0805 -1.3145
O -1.8974 0.4639 -2.0968
C -1.4465 -0.3579 0.0891
C -1.7620 0.8774 0.9493
N -2.3088 0.4369 2.2143
C -1.3283 -0.3289 2.9624
C -0.9784 -1.5954 2.1840
C -0.4233 -1.2302 0.8104
H -0.2168 -2.1326 0.2310
H 0.5159 -0.6876 0.9313
H -0.2471 -2.1787 2.7457
H -1.8814 -2.1966 2.0645
H -1.7670 -0.6011 3.9257
H -0.4103 0.2506 3.1521
C -2.9869 1.4684 2.9657
H -3.7891 1.8609 2.3336
C -2.1418 2.6642 3.4484
O -1.1952 2.3362 4.4382
H -1.6540 1.9362 5.1852
H -1.5662 3.0817 2.6203
H -2.8251 3.4436 3.8174
H -3.4478 0.9885 3.8368
H -2.5039 1.4954 0.4377
H -0.8401 1.4696 1.0803
H -2.3866 -0.9129 -0.0091
C -0.1455 -1.7562 -3.3781
H 0.3429 -2.3072 -4.1777
H -0.5773 -2.4701 -2.6766
H -0.9623 -1.1732 -3.7981
H 2.4943 -1.5777 -3.7730
H 4.7813 -1.9335 -3.3823
H 4.4957 -0.6596 -4.6035
*
```

Computed properties:
- energy (eV) = -24597.23564
- SMILES = COc1ccc(C(=O)[C@H]2CCCN(CCO)C2)c(C)c1
- largest force on an atom (eV Å⁻¹) = 0.58
- HOMO energy (eV) = -8.39
- energy relative to the best compared isomer or geometry (same formula, charge and spin) (kcal/mol) = 56.19
- gap between HOMO and LUMO (eV) = 9.2

---

(5)
DFT (ωB97M-V/def2-TZVPD) results for a single C16H23NO4 molecule.

Structure (ORCA input):
```
! RIJCOSX wB97M-V def2-TZVPD def2/J DEFGRID3
* xyz 0 1
C 1.5263 3.7978 -1.1802
C 2.7675 2.9767 -0.8544
C 2.7995 1.6691 -1.6421
C 3.9947 0.8036 -1.2467
C 4.1862 -0.4347 -2.1253
C 2.9832 -1.3809 -2.0885
O 2.7195 -1.7607 -0.7474
C 1.5208 -1.4732 -0.1850
C 1.5152 -1.2993 1.2004
C 0.3455 -1.0040 1.8660
C -0.8534 -0.8780 1.1735
C -0.8533 -1.0890 -0.1995
C 0.3134 -1.3901 -0.8751
H 0.2692 -1.5608 -1.9396
H -1.7777 -1.0184 -0.7551
C -2.1180 -0.4615 1.8874
H -2.0156 -0.6915 2.9578
C -3.3208 -1.2677 1.4129
O -4.3951 -0.7991 1.1518
O -3.1136 -2.5877 1.3384
H -2.1896 -2.8219 1.5127
C -2.3486 1.0574 1.7635
C -2.2811 1.5410 0.3188
O -1.2802 2.0200 -0.1695
N -3.4401 1.4150 -0.3554
H -4.2119 0.8973 0.0368
H -3.4655 1.6746 -1.3280
H -3.3214 1.3076 2.1883
H -1.5633 1.5726 2.3175
H 0.3668 -0.8498 2.9356
H 2.4491 -1.3871 1.7326
H 3.2035 -2.2901 -2.6611
H 2.1206 -0.8848 -2.5369
H 4.3495 -0.1376 -3.1631
H 5.0685 -0.9769 -1.7808
H 3.8783 0.4856 -0.2088
H 4.9044 1.4062 -1.3064
H 1.8662 1.1370 -1.4490
H 2.8474 1.8924 -2.7112
H 2.7769 2.7485 0.2138
H 3.6663 3.5580 -1.0781
H 1.5314 4.7329 -0.6246
H 0.6274 3.2456 -0.9175
H 1.4926 4.0316 -2.2426
*
```

Computed properties:
- energy (eV) = -26646.64145
- SMILES = CCCCCCOc1ccc([C@@H](CC(N)=O)C(=O)O)cc1
- largest force on an atom (eV Å⁻¹) = 0.66
- HOMO energy (eV) = -8.71
- energy relative to the best compared isomer or geometry (same formula, charge and spin) (kcal/mol) = 3.66
- gap between HOMO and LUMO (eV) = 9.3

---

- Which value of energy relative to the best compared isomer or geometry (same formula, charge and spin) does entry 4 give?
  56.19 kcal/mol